Record 1
C4H8OS | ωB97M-V with the def2-TZVPD basis set

Geometry as ORCA input:
```
! wB97M-V def2-TZVPD RIJCOSX def2/J DEFGRID3
* xyz 0 1
C 2.01 -0.39 0.20
C 0.80 0.45 0.04
C -2.00 0.57 -0.04
C -3.22 0.14 0.12
H 3.86 -0.17 -0.17
H 1.89 -1.24 -0.50
H 2.10 -0.65 1.26
H 0.73 1.08 0.97
H 0.84 1.11 -0.79
H -1.65 1.59 -0.24
H -3.52 -0.89 0.10
H -4.09 0.79 0.14
O 3.13 0.43 -0.11
S -0.67 -0.61 -0.11
*
```

## Properties
Energy (eV): -17159.0524
Energy above the lowest of the compared OMol25 structures with the same formula, charge and spin (kcal/mol): 32.2
Gap between HOMO and LUMO (eV): 9.2
Lowest unoccupied orbital energy (eV): 0.89

Record 2
C5H2F6O2S | ωB97M-V with the def2-TZVPD basis set

Geometry as ORCA input:
```
! wB97M-V def2-TZVPD RIJCOSX def2/J DEFGRID3
* xyz 0 1
C -0.55 -0.54 -0.16
C 1.16 0.37 -0.02
C -0.33 -1.82 0.48
C -1.69 -0.02 -0.94
C 1.20 1.81 -0.33
O 1.40 0.03 2.50
O 0.99 -1.95 0.93
F -1.31 0.71 -1.99
F -2.43 -1.04 -1.42
F -2.52 0.73 -0.20
F 2.10 2.44 0.45
F 1.57 2.05 -1.60
F 0.03 2.44 -0.15
S 1.91 -0.60 1.32
H -1.02 -1.93 1.34
H -0.53 -2.66 -0.20
*
```

## Properties
Energy (eV): -36447.5267
Energy above the lowest of the compared OMol25 structures with the same formula, charge and spin (kcal/mol): 115.5
Gap between HOMO and LUMO (alpha / beta) (eV): 8.1 / 9.3
Lowest unoccupied orbital energy (alpha / beta) (eV): -2.09 / -1.42

Record 3
C3H6INO | ωB97M-V with the def2-TZVPD basis set

Geometry as ORCA input:
```
! wB97M-V def2-TZVPD RIJCOSX def2/J DEFGRID3
* xyz 0 1
C 0.06 -0.32 -0.06
C 0.52 -1.51 -0.82
C -0.24 2.05 0.15
N 0.15 0.83 -0.49
O -0.50 -0.54 1.31
I -0.89 -2.27 2.15
H 1.52 -1.33 -1.21
H 0.53 -2.40 -0.20
H -0.14 -1.67 -1.67
H -1.02 2.51 -0.47
H 0.62 2.71 0.15
H -0.61 1.93 1.17
*
```

## Properties
Energy (eV): -14844.8472
Energy above the lowest of the compared OMol25 structures with the same formula, charge and spin (kcal/mol): 27.4
Gap between HOMO and LUMO (eV): 8.6
Lowest unoccupied orbital energy (eV): -0.71

Record 4
C7H17N | ωB97M-V with the def2-TZVPD basis set

Geometry as ORCA input:
```
! wB97M-V def2-TZVPD RIJCOSX def2/J DEFGRID3
* xyz 0 1
C -1.37 -0.46 -0.04
C 1.10 0.72 -0.07
C 0.62 -0.61 -0.21
C -1.96 0.38 -1.16
C -1.77 -1.92 -0.16
C 1.17 1.34 1.30
C 3.00 0.37 -0.65
N -1.77 0.04 1.23
H 0.78 1.42 -0.84
H -1.65 1.04 1.34
H -1.35 -0.47 2.00
H 0.75 -1.06 -1.19
H 0.88 -1.28 0.62
H -3.06 0.36 -1.13
H -1.66 0.01 -2.14
H -1.67 1.43 -1.07
H -2.86 -2.05 -0.08
H -1.31 -2.53 0.62
H -1.47 -2.33 -1.13
H 1.34 0.58 2.08
H 0.28 1.93 1.54
H 2.00 2.05 1.36
H 3.03 0.84 -1.63
H 3.64 0.87 0.08
H 3.31 -0.68 -0.67
*
```

## Properties
Energy (eV): -9022.2720
Energy above the lowest of the compared OMol25 structures with the same formula, charge and spin (kcal/mol): 68.1
Gap between HOMO and LUMO (eV): 8.3
Lowest unoccupied orbital energy (eV): 0.97

Record 5
C4H13N3O | ωB97M-V with the def2-TZVPD basis set

Geometry as ORCA input:
```
! wB97M-V def2-TZVPD RIJCOSX def2/J DEFGRID3
* xyz 0 1
C 0.34 0.87 2.44
N 0.12 -0.15 1.44
O 1.83 -1.14 -0.26
H 2.44 -1.88 -0.33
H 1.04 -0.61 0.92
H 1.10 0.52 3.13
H -0.57 1.07 3.01
H 0.67 1.82 2.00
C 0.31 -0.49 -2.61
C -1.80 1.07 0.48
N 1.56 -0.83 -2.30
C -0.90 -0.13 0.59
N -1.03 -1.08 -0.33
H 2.12 -0.04 -1.98
H -0.36 -1.83 -0.17
H 0.01 0.57 -2.62
H -0.17 -1.12 -3.35
H -0.65 -0.76 -1.46
H -1.22 1.99 0.36
H -2.47 0.96 -0.36
H -2.39 1.18 1.40
*
```

## Properties
Energy (eV): -10872.7772
Energy above the lowest of the compared OMol25 structures with the same formula, charge and spin (kcal/mol): 113.0
Gap between HOMO and LUMO (alpha / beta) (eV): 8.6 / 8.6
Lowest unoccupied orbital energy (alpha / beta) (eV): 0.51 / 0.51

Record 6
C42H48BrF4N5PSbSi3W | ωB97M-V with the def2-TZVPD basis set

Geometry as ORCA input:
```
! wB97M-V def2-TZVPD RIJCOSX def2/J DEFGRID3
* xyz 2 1
W 0.25 -0.23 0.64
F 6.15 -4.80 -2.52
C 5.10 -4.06 -2.21
C 3.87 -4.32 -2.76
F 3.71 -5.31 -3.63
C 2.79 -3.54 -2.40
F 1.60 -3.83 -2.96
C 2.85 -2.48 -1.48
P 0.99 -1.89 -1.18
C 0.85 -3.52 -0.24
C 0.15 -4.68 -0.54
C 0.26 -5.80 0.26
C 1.10 -5.80 1.36
C 1.82 -4.66 1.68
C 1.69 -3.52 0.89
C 1.09 -0.98 -2.84
C 0.25 -0.93 -3.95
C 0.56 -0.13 -5.05
C 1.70 0.66 -5.05
C 2.52 0.67 -3.93
C 2.22 -0.15 -2.85
C 4.13 -2.21 -0.99
Br 4.52 -0.72 0.09
C 5.22 -3.00 -1.33
F 6.42 -2.72 -0.83
H -0.48 -4.73 -1.42
H -0.30 -6.69 0.00
H 1.21 -6.69 1.97
H 2.48 -4.65 2.53
H 2.27 -2.64 1.12
H -0.66 -1.50 -4.01
H -0.10 -0.14 -5.90
H 1.94 1.27 -5.91
H 3.40 1.29 -3.90
H 2.88 -0.13 -2.00
C -1.30 1.36 -2.39
Sb -1.87 1.23 -0.30
C -1.33 -1.45 0.57
C -1.91 -1.94 -0.67
C -3.28 -2.11 -0.89
C -3.71 -2.71 -2.06
C -2.77 -3.20 -2.95
C -1.44 -2.96 -2.70
N -1.02 -2.27 -1.63
Si -2.22 -1.99 2.20
C -3.34 -3.48 1.97
C -0.77 -2.51 3.30
C -3.19 -0.52 2.91
C -0.89 3.00 0.59
C -0.56 2.60 1.98
C -0.39 3.55 2.99
C -0.11 3.19 4.28
C -0.04 1.83 4.59
C -0.18 0.93 3.57
N -0.39 1.28 2.27
Si 0.74 3.56 -0.25
C 1.78 1.97 -0.48
C 0.43 4.40 -1.90
C 1.81 4.64 0.87
Si -2.32 4.35 0.55
C -1.68 6.10 0.82
C -3.55 3.82 1.87
C -3.13 4.29 -1.14
H -1.69 0.46 -2.87
H -0.22 1.41 -2.55
H -1.79 2.23 -2.82
H -3.97 -1.77 -0.14
H -4.77 -2.82 -2.25
H -3.07 -3.75 -3.83
H -0.66 -3.34 -3.35
H -2.93 -4.21 1.27
H -4.35 -3.21 1.65
H -3.44 -3.97 2.94
H -0.60 -3.58 3.19
H -0.99 -2.32 4.35
H 0.17 -2.01 3.03
H -3.51 0.19 2.15
H -2.61 0.02 3.66
H -4.08 -0.91 3.40
H -0.48 4.60 2.73
H 0.05 3.93 5.05
H 0.13 1.49 5.60
H -0.11 -0.13 3.77
H 1.15 1.04 -0.41
H 2.60 1.91 0.22
H 2.20 1.93 -1.48
H 0.03 3.75 -2.67
H 1.37 4.82 -2.27
H -0.26 5.24 -1.78
H 2.07 4.14 1.81
H 1.33 5.59 1.12
H 2.74 4.87 0.35
H -1.36 6.31 1.84
H -2.50 6.78 0.60
H -0.86 6.36 0.14
H -3.11 3.76 2.87
H -3.99 2.85 1.64
H -4.36 4.55 1.93
H -2.44 4.48 -1.96
H -3.90 5.07 -1.18
H -3.64 3.34 -1.34
N 3.30 2.72 5.18
C 3.26 2.04 4.25
N 3.20 1.32 3.15
C 2.47 0.58 2.54
N 1.82 -0.13 1.82
*
```

## Properties
Energy (eV): -173963.9944
Energy above the lowest of the compared OMol25 structures with the same formula, charge and spin (kcal/mol): 87.7
Gap between HOMO and LUMO (alpha / beta) (eV): 5.4 / 5.7
Lowest unoccupied orbital energy (alpha / beta) (eV): -8.09 / -7.80

Record 7
C2F3NO3S | ωB97M-V with the def2-TZVPD basis set

Geometry as ORCA input:
```
! wB97M-V def2-TZVPD RIJCOSX def2/J DEFGRID3
* xyz 0 1
C -0.48 -0.61 0.23
C -1.45 0.46 -0.01
N 0.76 -0.39 -0.12
O -0.85 -2.05 1.33
O 2.91 0.77 -1.22
O 1.89 -1.23 0.00
F -1.89 0.58 -1.27
F -2.53 0.51 0.80
F -0.76 1.61 0.22
S 2.39 0.34 0.02
*
```

## Properties
Energy (eV): -28685.4030
Energy above the lowest of the compared OMol25 structures with the same formula, charge and spin (kcal/mol): 193.8
Gap between HOMO and LUMO (alpha / beta) (eV): 7.0 / 7.6
Lowest unoccupied orbital energy (alpha / beta) (eV): -2.56 / -2.56

Record 8
C5H11N3 | ωB97M-V with the def2-TZVPD basis set

Geometry as ORCA input:
```
! wB97M-V def2-TZVPD RIJCOSX def2/J DEFGRID3
* xyz 0 1
C 1.35 -1.35 0.16
C 0.02 -0.67 -0.37
C -2.22 -0.13 -0.08
C -1.41 1.27 0.23
C 2.02 0.25 0.17
H 2.19 -2.09 -0.45
H 1.60 -1.84 1.07
H -0.13 -0.11 0.60
H 0.06 0.03 -1.12
H -1.90 -2.06 -0.65
H -2.64 0.06 -1.18
H -3.00 -0.29 0.90
H -2.23 1.91 0.48
H 1.54 2.25 -0.57
H 2.10 0.55 1.27
H 3.02 0.17 -0.29
N -1.22 -1.24 0.08
N -0.27 1.83 0.21
N 1.12 1.44 -0.44
*
```

## Properties
Energy (eV): -9823.5707
Energy above the lowest of the compared OMol25 structures with the same formula, charge and spin (kcal/mol): 238.3
Gap between HOMO and LUMO (eV): 9.2
Lowest unoccupied orbital energy (eV): 0.94

Record 9
C5H20NO7 | ωB97M-V with the def2-TZVPD basis set

Geometry as ORCA input:
```
! wB97M-V def2-TZVPD RIJCOSX def2/J DEFGRID3
* xyz -1 1
C -0.45 -0.68 -0.17
C -0.78 -0.65 1.35
C -0.74 -2.04 2.00
C -2.19 -0.09 1.53
N 0.91 -0.32 -0.52
C 1.14 0.78 -1.36
O 0.23 1.06 -2.18
O 2.22 1.42 -1.19
H -1.14 -0.01 -0.67
H -0.67 -1.66 -0.63
H -0.05 -0.03 1.88
H 0.14 -2.60 1.67
H -1.59 -2.63 1.66
H -0.58 -1.96 3.07
H -2.62 -0.43 2.47
H -2.87 -0.50 0.77
H -2.32 0.99 1.42
H 1.66 -0.64 0.06
H 1.81 2.70 1.53
H 1.27 4.07 1.39
O 1.70 3.51 2.06
H 3.89 1.64 1.34
H 2.95 1.04 0.33
O 3.58 0.77 1.05
H -1.03 -0.50 -4.35
H -0.24 -0.74 -3.08
O -0.79 -1.20 -3.73
H 1.33 3.23 -1.05
H -0.16 3.05 -1.06
O 0.53 3.55 -0.60
H -1.31 -3.97 -1.08
H -1.75 -3.24 -2.27
O -2.08 -3.92 -1.66
*
```

## Properties
Energy (eV): -21335.6646
Energy above the lowest of the compared OMol25 structures with the same formula, charge and spin (kcal/mol): 14.4
Gap between HOMO and LUMO (eV): 8.7
Lowest unoccupied orbital energy (eV): 3.19

Record 10
C39H19BrF15GeN5O4STi | ωB97M-V with the def2-TZVPD basis set

Geometry as ORCA input:
```
! wB97M-V def2-TZVPD RIJCOSX def2/J DEFGRID3
* xyz 0 1
Ti -0.56 -1.85 0.52
O -1.57 -3.43 0.60
C -2.88 -3.51 0.82
C -3.61 -4.51 0.17
C -4.98 -4.61 0.36
C -5.65 -3.75 1.22
C -4.93 -2.80 1.91
C -3.55 -2.65 1.72
C -2.80 -1.76 2.57
N -1.57 -1.47 2.34
N -0.85 -0.86 3.34
C 0.40 -0.99 3.03
O 0.75 -1.61 1.92
C 1.47 -0.49 3.91
C 2.80 -0.78 3.61
C 3.80 -0.29 4.43
C 3.49 0.49 5.54
C 2.16 0.78 5.83
C 1.15 0.29 5.02
H -3.08 -5.18 -0.49
H -5.53 -5.38 -0.17
H -6.71 -3.84 1.37
H -5.43 -2.14 2.61
H -3.24 -1.40 3.50
H 3.03 -1.36 2.73
H 4.84 -0.50 4.20
H 4.28 0.88 6.16
H 1.91 1.39 6.69
H 0.11 0.51 5.23
C 1.90 -2.54 -4.33
C 1.83 -3.14 -2.96
C 2.74 -4.08 -2.50
C 2.65 -4.56 -1.20
C 1.66 -4.05 -0.38
Br 1.50 -4.73 1.37
N 0.80 -3.13 -0.78
C 0.87 -2.71 -2.06
H 2.28 -3.24 -5.07
H 2.56 -1.66 -4.32
H 0.91 -2.20 -4.67
H 3.52 -4.45 -3.16
H 3.34 -5.30 -0.82
H 0.14 -1.98 -2.36
N -2.42 -2.34 -2.43
N -2.89 -1.03 -2.30
C -2.72 -0.31 -1.14
O -3.31 0.72 -0.95
O -1.88 -0.87 -0.27
H -2.08 -2.48 -3.37
H -3.15 -3.01 -2.23
H -3.68 -0.72 -2.85
F 0.98 4.93 -0.77
C 1.79 4.45 0.19
C 1.94 3.08 0.33
C 2.78 2.65 1.34
F 2.99 1.35 1.55
C 3.45 3.54 2.17
F 4.26 3.09 3.13
C 3.28 4.90 1.99
F 3.92 5.76 2.78
C 2.44 5.37 0.99
F 2.28 6.68 0.82
Ge 0.83 1.92 -0.81
S 1.20 -0.19 -0.66
C 1.20 2.33 -2.70
C 0.41 1.73 -3.66
F -0.65 1.00 -3.29
C 0.66 1.83 -5.01
F -0.12 1.22 -5.90
C 1.75 2.57 -5.44
F 2.01 2.69 -6.74
C 2.56 3.20 -4.51
F 3.61 3.91 -4.93
C 2.28 3.06 -3.17
F 3.12 3.67 -2.31
C -0.96 2.55 -0.32
C -1.79 3.33 -1.10
F -1.44 3.68 -2.34
C -3.02 3.77 -0.64
F -3.82 4.50 -1.43
C -3.44 3.42 0.62
F -4.64 3.82 1.06
C -2.63 2.66 1.44
F -3.03 2.33 2.67
C -1.40 2.25 0.96
F -0.61 1.54 1.77
*
```

## Properties
Energy (eV): -257665.4225
Energy above the lowest of the compared OMol25 structures with the same formula, charge and spin (kcal/mol): 13.3
Gap between HOMO and LUMO (eV): 7.3
Lowest unoccupied orbital energy (eV): -1.00

Record 11
C2H6N4O2 | ωB97M-V with the def2-TZVPD basis set

Geometry as ORCA input:
```
! wB97M-V def2-TZVPD RIJCOSX def2/J DEFGRID3
* xyz 0 1
C 0.06 0.42 -0.10
C -2.20 -0.60 -0.53
H 2.59 1.13 0.67
H 0.67 2.44 -0.23
H -1.64 1.32 -0.95
H -3.30 -0.05 -0.41
H -1.01 -2.07 -0.03
H 1.83 -2.03 0.44
N 0.81 1.57 0.33
N -1.27 0.47 -0.59
N -1.91 -1.91 -0.31
N 0.14 -0.77 0.34
O 2.17 1.61 0.02
O 1.49 -1.00 0.72
*
```

## Properties
Energy (eV): -12219.9576
Energy above the lowest of the compared OMol25 structures with the same formula, charge and spin (kcal/mol): 154.4
Gap between HOMO and LUMO (eV): 9.2
Lowest unoccupied orbital energy (eV): 0.34

Record 12
C30H61BN6O4Ta | ωB97M-V with the def2-TZVPD basis set

Geometry as ORCA input:
```
! wB97M-V def2-TZVPD RIJCOSX def2/J DEFGRID3
* xyz -1 1
C 1.69 0.25 3.96
C 2.20 0.23 2.45
C 1.69 1.61 1.80
C 1.59 -0.94 1.56
C 2.71 -1.28 0.44
C 1.31 -2.29 2.33
O 0.11 -2.29 3.15
Ta -1.68 -2.46 2.01
O -1.77 -0.29 2.01
B -3.14 0.15 1.85
O -3.54 0.45 0.48
O -4.04 0.35 2.98
H 2.22 -0.52 4.59
H 1.81 1.30 4.34
H 0.57 0.05 3.92
H 3.33 0.26 2.48
H 1.85 2.49 2.50
H 2.16 1.79 0.79
H 0.56 1.50 1.73
H 0.72 -0.52 0.99
H 2.88 -2.40 0.42
H 3.73 -0.84 0.70
H 2.43 -0.85 -0.56
H 2.22 -2.59 2.95
H 1.19 -3.12 1.56
H -0.72 -2.39 0.42
H -1.62 -4.30 1.95
H -2.62 -2.48 3.62
H -3.30 -2.43 1.13
H -3.13 1.32 0.32
H -3.81 -0.30 3.68
C 1.58 4.21 -2.97
C 0.96 2.90 -3.46
C 0.90 1.83 -2.36
C 2.28 1.51 -1.90
N 3.36 1.26 -1.53
H 2.62 4.07 -2.67
H 1.57 4.95 -3.77
H 1.02 4.62 -2.13
H 1.53 2.53 -4.31
H -0.06 3.10 -3.81
H 0.44 0.92 -2.75
H 0.31 2.18 -1.51
C -4.85 4.22 0.80
C -4.43 4.33 2.26
C -3.48 5.50 2.53
C -2.23 5.35 1.72
N -1.26 5.24 1.09
H -3.99 4.04 0.15
H -5.54 3.39 0.67
H -5.35 5.13 0.47
H -3.94 3.39 2.55
H -5.32 4.44 2.88
H -3.22 5.54 3.59
H -3.97 6.45 2.26
C 0.45 -5.28 -1.43
C 0.91 -6.70 -1.13
C 1.27 -6.91 0.34
C 2.39 -6.00 0.73
N 3.26 -5.29 1.04
H 1.24 -4.54 -1.23
H 0.18 -5.18 -2.48
H -0.42 -5.01 -0.83
H 1.78 -6.93 -1.76
H 0.12 -7.39 -1.41
H 1.58 -7.94 0.51
H 0.41 -6.70 0.98
C -2.04 1.12 -7.69
C -0.73 1.88 -7.55
C 0.44 0.98 -7.13
C 0.15 0.36 -5.80
N -0.08 -0.12 -4.77
H -2.36 0.68 -6.74
H -2.84 1.79 -8.02
H -1.96 0.31 -8.42
H -0.86 2.68 -6.82
H -0.49 2.35 -8.50
H 1.36 1.56 -7.05
H 0.59 0.18 -7.86
C -3.55 -5.07 5.67
C -5.00 -4.72 5.94
C -5.98 -5.42 4.99
C -5.71 -5.03 3.56
N -5.50 -4.73 2.45
H -3.25 -4.75 4.67
H -2.89 -4.57 6.38
H -3.38 -6.15 5.75
H -5.13 -3.63 5.86
H -5.25 -4.99 6.97
H -7.01 -5.14 5.23
H -5.89 -6.50 5.08
C 7.87 4.13 -1.63
C 6.55 4.08 -0.86
C 5.34 3.84 -1.77
C 5.23 4.95 -2.76
N 5.14 5.81 -3.54
H 7.89 4.96 -2.34
H 8.70 4.27 -0.94
H 8.04 3.20 -2.17
H 6.42 5.02 -0.31
H 6.60 3.28 -0.11
H 4.43 3.80 -1.17
H 5.44 2.89 -2.29
*
```

## Properties
Energy (eV): -51457.8356
Gap between HOMO and LUMO (eV): 7.4
Lowest unoccupied orbital energy (eV): 2.10